Record 1
Density functional theory data (ωB97M-V with the def2-TZVPD basis set) for C18H24CrN10O2S2 as an isolated structure in a non-equilibrium geometry.

energy relative to the best compared isomer or geometry (same formula, charge and spin)	13.4	kcal/mol
E_HOMO (alpha / beta)	-10.15 / -10.24	eV
HOMO-LUMO gap (alpha / beta)	7.9443 / 8.0333	eV

Structure (ORCA input):
```
! wB97M-V def2-TZVPD RIJCOSX def2/J DEFGRID3
* xyz 1 4
Cr 0.104 -0.062 0.997
N -3.082 0.318 2.226
N -3.026 -0.661 3.198
C -2.234 -1.735 3.075
N -2.293 -2.630 4.072
S -1.214 -2.081 1.765
H -2.760 1.216 2.573
H -4.023 0.398 1.861
H -3.518 -0.521 4.070
H -2.997 -2.593 4.791
H -1.785 -3.487 3.946
S 0.134 1.496 2.988
C 1.146 2.250 1.819
C 1.805 3.474 1.952
C 2.624 3.892 0.927
C 2.766 3.104 -0.219
C 2.060 1.928 -0.298
N 1.278 1.508 0.703
H 1.653 4.063 2.844
H 3.160 4.830 0.999
H 3.404 3.413 -1.034
H 2.102 1.293 -1.175
C 0.837 -3.189 -2.479
N 1.963 -2.908 -1.594
C 3.279 -3.374 -2.009
C 1.798 -1.983 -0.623
N 0.729 -1.288 -0.457
N 2.876 -1.806 0.241
C 2.780 -1.402 1.554
N 3.901 -1.607 2.288
N 1.708 -0.877 2.034
H 1.010 -4.146 -2.963
H 0.718 -2.422 -3.249
H -0.086 -3.260 -1.906
H 3.145 -4.163 -2.741
H 3.845 -3.805 -1.181
H 3.868 -2.580 -2.478
H -0.043 -1.478 -1.105
H 3.752 -2.206 -0.043
H 4.698 -2.107 1.940
H 3.920 -1.312 3.247
H 1.782 -0.652 3.017
O -1.349 2.848 0.484
C -1.642 2.012 -0.343
N -1.264 0.671 -0.296
C -1.831 0.013 -1.364
O -1.660 -1.169 -1.644
C -2.631 0.983 -2.161
C -3.338 0.828 -3.334
C -3.885 1.977 -3.903
C -3.732 3.220 -3.304
C -3.031 3.361 -2.107
C -2.483 2.223 -1.557
H -3.452 -0.145 -3.793
H -4.428 1.906 -4.837
H -4.153 4.096 -3.778
H -2.905 4.327 -1.636
*
```

=====

Record 2
Density functional theory data (ωB97M-V with the def2-TZVPD basis set) for one molecule with the formula C6H12N in a non-equilibrium geometry.

energy relative to the best compared isomer or geometry (same formula, charge and spin)	58.0	kcal/mol
E_HOMO (alpha / beta)	-7.38 / -7.99	eV
HOMO-LUMO gap (alpha / beta)	8.4662 / 7.9918	eV

Structure (ORCA input):
```
! wB97M-V def2-TZVPD RIJCOSX def2/J DEFGRID3
* xyz 0 2
C 1.716 -0.453 -0.477
C 0.732 -0.635 0.727
C -0.642 -0.186 0.396
C -1.489 0.414 1.404
C -1.913 0.449 -1.230
C -1.149 -0.661 -0.846
N 2.340 0.837 -0.229
H 1.068 -0.580 -1.397
H 2.346 -1.368 -0.552
H 1.102 0.044 1.542
H 0.738 -1.626 1.151
H -2.532 0.022 1.481
H -1.570 1.483 1.218
H -1.407 1.431 -1.268
H -3.080 0.346 -1.369
H -1.229 -1.708 -1.212
H 2.802 0.881 0.706
H -1.182 0.412 2.447
H 3.039 1.236 -0.991
*
```

=====

Record 3
Density functional theory data (ωB97M-V with the def2-TZVPD basis set) for a 21-piece molecular cluster, C46H69F5N21O overall in a non-equilibrium geometry.

E_HOMO	-3.74	eV
HOMO-LUMO gap	5.1672	eV

Structure (ORCA input):
```
! wB97M-V def2-TZVPD RIJCOSX def2/J DEFGRID3
* xyz -1 1
C 0.691 1.124 2.038
C 0.851 2.235 0.967
O 0.623 3.562 1.428
C -0.653 3.733 2.059
C -1.854 3.092 1.330
N -3.067 3.688 1.916
C -4.142 2.922 1.622
F -4.269 2.806 0.204
F -4.152 1.642 2.253
C -5.389 3.687 2.172
F -6.511 2.952 1.897
F -5.563 4.852 1.503
F -5.294 3.935 3.472
H -0.046 0.363 1.718
H 0.416 1.478 3.038
H 1.639 0.590 2.162
H 0.279 1.999 0.048
H 1.910 2.206 0.642
H -0.835 4.823 2.103
H -0.633 3.392 3.113
H -1.801 3.157 0.224
H -1.857 2.011 1.604
C -3.211 -1.673 4.014
C -1.992 -0.906 4.217
N -1.033 -0.297 4.379
H -4.041 -1.029 3.721
H -3.083 -2.420 3.231
H -3.509 -2.198 4.922
C 1.847 -1.768 7.108
C 1.983 -1.743 5.657
N 2.120 -1.746 4.517
H 2.807 -1.620 7.597
H 1.173 -0.990 7.467
H 1.455 -2.717 7.449
C 3.418 -2.784 1.442
C 2.966 -1.570 0.782
N 2.615 -0.617 0.249
H 2.734 -3.089 2.233
H 3.497 -3.612 0.734
H 4.399 -2.651 1.898
C 3.314 0.039 -2.084
C 3.040 -1.398 -2.059
N 2.830 -2.528 -2.075
H 4.356 0.245 -2.345
H 2.689 0.546 -2.825
H 3.127 0.494 -1.129
C -4.354 1.947 -2.957
C -3.681 1.122 -3.943
N -3.114 0.462 -4.694
H -5.438 1.876 -3.050
H -4.096 1.647 -1.942
H -4.087 2.990 -3.063
C -0.017 0.311 -4.912
C 1.262 0.957 -4.685
N 2.255 1.491 -4.469
H -0.830 1.033 -4.926
H -0.039 -0.221 -5.863
H -0.236 -0.409 -4.132
C -1.577 4.509 -4.652
C -1.067 3.945 -5.893
N -0.664 3.501 -6.872
H -2.673 4.526 -4.641
H -1.248 3.928 -3.788
H -1.229 5.532 -4.510
C 3.945 1.793 6.102
C 3.566 1.588 4.710
N 3.264 1.422 3.617
H 4.104 2.849 6.317
H 3.171 1.432 6.780
H 4.867 1.265 6.343
C 3.591 -5.177 6.901
C 3.408 -4.281 8.031
N 3.265 -3.560 8.914
H 4.641 -5.264 6.617
H 3.228 -6.177 7.120
H 3.048 -4.813 6.037
C 3.977 -0.315 -6.935
C 5.244 -1.022 -7.063
N 6.243 -1.579 -7.165
H 3.860 0.126 -5.945
H 3.895 0.491 -7.663
H 3.130 -0.983 -7.094
C 4.030 3.463 -2.150
C 2.730 2.835 -2.290
N 1.705 2.337 -2.402
H 3.941 4.539 -2.068
H 4.552 3.107 -1.260
H 4.664 3.250 -3.012
C -0.173 -3.342 10.871
C -0.492 -3.131 9.467
N -0.735 -2.964 8.359
H 0.752 -2.835 11.145
H -0.963 -2.963 11.518
H -0.045 -4.401 11.092
C -5.636 -1.721 -5.427
C -6.943 -2.357 -5.549
N -7.971 -2.857 -5.645
H -5.726 -0.641 -5.321
H -5.093 -2.090 -4.558
H -5.018 -1.912 -6.303
C -1.137 4.550 -10.287
C -0.627 3.989 -11.531
N -0.225 3.547 -12.511
H -2.226 4.566 -10.276
H -0.809 3.970 -9.423
H -0.793 5.574 -10.143
C -2.037 -1.415 -0.742
C -2.082 -1.074 -2.159
N -2.119 -0.803 -3.280
H -1.010 -1.428 -0.372
H -2.591 -0.691 -0.142
H -2.470 -2.397 -0.552
C -0.613 -5.074 5.407
C 0.662 -5.768 5.315
N 1.667 -6.324 5.289
H -0.716 -4.564 6.366
H -0.727 -4.323 4.626
H -1.448 -5.768 5.316
C -5.874 5.784 -3.061
C -5.217 4.967 -4.071
N -4.687 4.319 -4.858
H -6.958 5.723 -3.147
H -5.603 5.460 -2.054
H -5.592 6.832 -3.157
C -2.122 -5.470 0.154
C -2.210 -4.765 1.426
N -2.276 -4.163 2.400
H -1.091 -5.524 -0.197
H -2.495 -6.490 0.240
H -2.706 -4.970 -0.617
C 3.992 -7.838 3.065
C 5.101 -7.196 3.757
N 5.976 -6.692 4.302
H 3.473 -8.540 3.716
H 3.260 -7.107 2.726
H 4.333 -8.392 2.190
C 3.861 4.429 -5.984
C 3.762 5.165 -4.732
N 3.676 5.739 -3.742
H 4.895 4.350 -6.317
H 3.469 3.416 -5.876
H 3.296 4.917 -6.777
*
```

=====

Record 4
Density functional theory data (ωB97M-V with the def2-TZVPD basis set) for C24H23LaN7O2S as an isolated structure in a non-equilibrium geometry.

energy relative to the best compared isomer or geometry (same formula, charge and spin)	1.3	kcal/mol
E_HOMO	-10.33	eV
HOMO-LUMO gap	6.4311	eV

Structure (ORCA input):
```
! wB97M-V def2-TZVPD RIJCOSX def2/J DEFGRID3
* xyz 1 1
La 9.328 12.075 5.748
C 6.774 8.329 7.740
C 7.188 9.431 8.717
C 6.384 9.347 10.031
C 7.243 10.838 8.144
C 7.778 11.853 8.942
C 7.720 13.190 8.576
C 7.154 13.568 7.322
C 7.115 15.015 6.883
C 6.657 12.546 6.482
C 6.751 11.183 6.864
H 6.937 7.340 8.184
H 7.317 8.360 6.784
H 5.704 8.422 7.500
H 8.232 9.215 9.000
H 5.362 9.714 9.953
H 6.861 9.922 10.860
H 6.294 8.299 10.343
H 8.330 11.596 9.842
H 8.148 13.958 9.222
H 7.536 15.163 5.893
H 7.746 15.642 7.550
H 6.103 15.442 6.883
H 6.115 12.794 5.570
H 6.365 10.413 6.203
N 15.336 10.211 11.571
C 14.470 10.576 10.598
C 13.200 9.960 10.522
C 12.345 10.307 9.502
C 12.762 11.318 8.635
C 13.993 11.981 8.664
C 14.871 11.588 9.660
S 11.610 11.806 7.434
O 10.407 10.943 7.609
O 12.087 11.673 6.047
N 11.127 13.283 7.753
C 11.211 14.383 6.946
N 11.905 15.462 7.296
C 11.888 16.531 6.495
C 11.139 16.552 5.307
C 10.415 15.411 5.009
N 10.409 14.328 5.828
H 15.125 9.415 12.167
H 16.227 10.667 11.696
H 12.888 9.235 11.268
H 11.422 9.760 9.298
H 14.217 12.796 7.937
H 15.874 12.051 9.763
H 12.506 17.360 6.858
H 11.129 17.388 4.605
H 9.759 15.372 4.133
N 9.199 9.692 4.448
C 9.609 8.774 5.055
C 10.154 7.711 5.749
C 10.592 6.606 4.974
N 10.967 5.763 4.288
C 10.245 7.616 7.150
N 10.224 7.597 8.302
*
```

=====

Record 5
Density functional theory data (ωB97M-V with the def2-TZVPD basis set) for C19H17Cl4IrN3O2STe as an isolated structure in a non-equilibrium geometry.

energy relative to the best compared isomer or geometry (same formula, charge and spin)	364.7	kcal/mol
E_HOMO	-3.84	eV
HOMO-LUMO gap	5.6943	eV

Structure (ORCA input):
```
! wB97M-V def2-TZVPD RIJCOSX def2/J DEFGRID3
* xyz -1 1
Ir -0.569 0.534 -0.191
N 1.028 -0.481 0.995
C 1.221 1.794 2.231
C -0.185 1.625 2.554
N -1.037 1.924 1.270
H 1.305 -1.424 1.247
H 2.408 -0.148 2.703
H 2.034 1.253 0.365
H 1.757 2.730 2.250
H -0.510 2.294 3.354
H -0.482 0.604 2.788
H -0.792 2.864 0.975
H -2.044 1.869 1.428
Cl -1.566 -6.497 1.166
C -1.586 -4.757 1.065
C -2.178 -4.020 2.097
C -2.216 -2.655 2.023
Cl -2.940 -1.756 3.314
C -1.683 -1.922 0.919
O -1.839 -0.652 0.897
C -1.049 -2.708 -0.092
C -0.388 -2.164 -1.256
O -0.165 -0.989 -1.538
C -1.031 -4.114 -0.002
H -2.602 -4.523 2.954
H -0.035 -2.906 -1.983
H -0.563 -4.684 -0.795
Cl 2.427 -0.665 -3.510
C 2.876 0.135 -1.964
C 4.198 -0.279 -1.527
C 5.045 -0.172 -0.477
C 4.898 0.531 0.810
C 3.707 0.832 1.315
Cl 2.180 0.588 1.520
C 1.870 0.940 -1.588
N 0.869 1.538 -1.345
H 4.638 -0.853 -2.336
H 6.020 -0.609 -0.679
H 5.800 0.958 1.242
Te -2.741 1.139 -1.497
C -2.402 2.844 -2.686
C -3.391 3.512 -3.356
C -2.915 4.627 -4.100
C -1.569 4.789 -3.977
S -0.880 3.584 -2.970
H -4.431 3.218 -3.313
H -3.546 5.274 -4.692
H -0.948 5.548 -4.426
*
```

=====

Record 6
Density functional theory data (ωB97M-V with the def2-TZVPD basis set) for a 2-piece molecular cluster, C4H13NO2 overall in a non-equilibrium geometry.

energy relative to the best compared isomer or geometry (same formula, charge and spin)	13.8	kcal/mol
structure (SMILES)	NCCCCO.O
E_HOMO	-9.12	eV
HOMO-LUMO gap	9.9883	eV

Structure (ORCA input):
```
! wB97M-V def2-TZVPD RIJCOSX def2/J DEFGRID3
* xyz 0 1
N 0.557 -1.554 1.144
C -0.364 -1.794 0.012
C 0.190 -1.114 -1.226
C 0.562 0.374 -1.070
C -0.560 1.161 -0.413
O -1.681 1.039 -1.311
H 0.196 -1.850 2.036
H 1.480 -1.935 0.999
H -0.433 -2.873 -0.150
H -1.322 -1.395 0.303
H -0.511 -1.285 -2.047
H 1.092 -1.660 -1.532
H 0.684 0.762 -2.082
H 1.475 0.384 -0.506
H -0.299 2.208 -0.242
H -0.833 0.726 0.547
H -2.408 1.530 -0.925
O 1.017 1.700 2.281
H 1.452 1.089 1.679
H 1.657 1.873 2.975
*
```